[1]
Here is C4H6N2O2 in the gas phase at a distorted geometry from the Open Molecules 2025 dataset. Energies are from ωB97M-V/def2-TZVPD.

Values from the calculation:
- Structure (SMILES): CC1OC=NN=CO1
- Highest occupied orbital energy: -9.467 eV
- Relative energy (zero: lowest compared OMol25 entry of this formula, charge and spin): 142.2 kcal/mol
- Largest force on an atom: 7.14 eV/Å
- M: 114.1 g mol⁻¹
- Gap between HOMO and LUMO: 10.109 eV

```
14
C4H6N2O2 | the Open Molecules 2025 dataset | ωB97M-V/def2-TZVPD
H -1.57963 -0.81188 -1.46099
C 1.58933 -0.58379 0.89255
O -0.39577 1.13611 -0.33131
H 0.79208 2.39097 -1.52276
H -2.87224 -0.57547 0.15559
C -1.83437 -0.90685 -0.45958
H -1.01453 0.17902 1.30422
H -1.60292 -2.15319 -0.15085
C 0.71608 1.65735 -0.75245
N 2.33070 0.47951 0.78240
O 0.55841 -0.80988 -0.00045
N 2.05909 1.56807 -0.33170
C -0.57530 -0.21178 0.18805
H 1.82908 -1.35818 1.68726
```

[2]
Here is 2 unconnected molecules or ions with the total composition C4H6N2O2 at a distorted geometry from the Open Molecules 2025 dataset. Energies are from ωB97M-V/def2-TZVPD.

Values from the calculation:
- Structure (SMILES): CN=C=O.N=C=CO
- Highest occupied orbital energy: -8.935 eV
- Relative energy (zero: lowest compared OMol25 entry of this formula, charge and spin): 88.6 kcal/mol
- Largest force on an atom: 4.13 eV/Å
- M: 114.1 g mol⁻¹
- Gap between HOMO and LUMO: 9.332 eV

```
14
C4H6N2O2 | the Open Molecules 2025 dataset | ωB97M-V/def2-TZVPD
N 0.12367 -0.36782 2.62989
C -1.47951 -0.10056 -1.47599
C 1.40043 -0.24914 0.50981
N -0.67183 1.01068 -1.21140
H 2.29329 0.37819 0.44775
H -2.31746 0.35165 -1.96719
H -0.59925 0.18581 2.92362
O 0.28221 2.33636 0.47777
C -0.14708 1.55338 -0.27111
O 1.35577 -1.24563 -0.54918
H -1.79038 -0.67930 -0.59626
C 0.62495 -0.24640 1.53842
H -1.00804 -0.81804 -2.08581
H 1.93324 -2.10916 -0.37032
```

[3]
Here is C4H6N2O2 in the gas phase at a distorted geometry from the Open Molecules 2025 dataset. Energies are from ωB97M-V/def2-TZVPD.

Values from the calculation:
- Structure (SMILES): O=CC(=O)NN1CC1
- Highest occupied orbital energy: -9.540 eV
- Relative energy (zero: lowest compared OMol25 entry of this formula, charge and spin): 157.7 kcal/mol
- Largest force on an atom: 8.15 eV/Å
- M: 114.1 g mol⁻¹
- Gap between HOMO and LUMO: 9.056 eV

```
14
C4H6N2O2 | the Open Molecules 2025 dataset | ωB97M-V/def2-TZVPD
H -0.95334 -1.16770 0.04190
N -0.47372 -0.28405 0.40343
H 2.66992 -1.64194 -0.58238
H -3.56784 0.66308 0.92621
N 0.76653 -0.38763 -0.59154
H 1.65791 -0.98801 1.22082
C -2.88669 0.05711 0.05610
O -1.17372 1.84497 -0.21546
O -3.22482 -1.07583 -0.52416
H 2.63852 1.27829 -1.10776
C -1.37521 0.74489 -0.05227
C 2.03311 0.67853 -0.32116
C 2.03827 -0.88717 0.13865
H 1.85107 1.16547 0.60762
```